{"formula": "C42H108O12S3", "method": "wB97M-V/def2-TZVPD", "elements": ["S", "S", "S", "O", "O", "O", "O", "O", "O", "O", "O", "O", "O", "O", "O", "C", "C", "C", "C", "C", "C", "C", "C", "C", "C", "C", "C", "C", "C", "C", "C", "C", "C", "C", "C", "C", "C", "C", "C", "C", "C", "C", "C", "C", "C", "C", "C", "C", "C", "C", "C", "C", "C", "C", "C", "C", "C", "H", "H", "H", "H", "H", "H", "H", "H", "H", "H", "H", "H", "H", "H", "H", "H", "H", "H", "H", "H", "H", "H", "H", "H", "H", "H", "H", "H", "H", "H", "H", "H", "H", "H", "H", "H", "H", "H", "H", "H", "H", "H", "H", "H", "H", "H", "H", "H", "H", "H", "H", "H", "H", "H", "H", "H", "H", "H", "H", "H", "H", "H", "H", "H", "H", "H", "H", "H", "H", "H", "H", "H", "H", "H", "H", "H", "H", "H", "H", "H", "H", "H", "H", "H", "H", "H", "H", "H", "H", "H", "H", "H", "H", "H", "H", "H", "H", "H", "H", "H", "H", "H", "H", "H", "H", "H", "H", "H"], "coordinates": [[-3.38668, -2.83569, -1.95137], [0.14259, -5.81842, -2.02415], [1.74429, -3.20598, 5.39805], [-1.55234, 5.11150, -1.94253], [-3.62643, 1.83053, 2.72343], [-0.20793, -4.94218, -0.81457], [3.14615, 5.16658, 5.17057], [-3.82721, 2.62187, -4.42371], [-4.85450, -2.96531, -2.29637], [0.14478, 0.61256, -5.91278], [5.21956, -2.83091, 0.45451], [5.13333, 0.54542, -3.84381], [0.10396, 0.09732, 0.68523], [0.87686, -2.13091, 4.75839], [-3.44095, -5.76083, 4.24660], [5.07344, -2.32281, 2.71764], [0.13018, 4.73161, -3.68330], [-0.86067, -1.13195, -4.49508], [-3.15572, -3.92351, -0.47201], [-1.48578, -6.54035, -2.69272], [-3.16352, -1.29826, -0.91815], [-4.67721, 0.88062, 2.54737], [3.79380, 1.15563, -1.79551], [4.55705, -3.29461, 1.60570], [0.83855, 1.33459, 0.44661], [-3.87849, -4.69715, 3.35525], [0.61510, -4.63258, 5.61525], [4.64168, 5.83116, 6.76768], [-2.48393, 1.30332, 3.44151], [5.10422, 0.49213, -2.38724], [7.41601, 1.06198, -4.27538], [4.97296, -3.62192, -0.69395], [-0.47447, 0.33915, -4.63955], [-1.32377, 2.30887, 3.33516], [-3.97475, -7.94629, 5.19348], [-2.92632, 2.53352, -6.58906], [-0.26719, 5.45865, -2.41829], [-4.74520, 2.58527, -2.21783], [-3.67739, 3.10485, -3.08943], [-0.06786, 2.28345, -0.36010], [-4.12277, -6.99313, 4.03538], [1.80941, -2.58476, 7.15794], [2.38952, 5.45555, 3.98156], [-2.99646, -3.49391, 3.57874], [-3.14827, 5.18256, -0.10618], [-3.04194, 3.38294, -5.33074], [-0.06392, -2.05221, 1.47886], [-5.73916, 1.57373, 1.69132], [3.52528, -3.23642, -1.27073], [-1.72779, 5.56013, -0.58397], [1.60688, 4.21786, 3.56947], [3.80619, 6.31472, 5.56736], [6.33885, 0.00333, -4.34521], [0.88609, -0.90065, 1.47631], [0.39588, -4.77244, -3.54225], [1.57919, 1.89697, -7.32506], [0.83240, 1.83520, -6.00149], [-1.31491, 0.99934, -4.42526], [-0.11324, 3.67304, -3.59221], [-4.62947, 1.52628, -1.98706], [0.29893, -2.78107, 2.20357], [-3.86832, 2.32287, -7.09537], [5.09413, -4.69665, -0.55844], [-5.33707, 1.81298, 0.70684], [-1.44877, -6.73000, -3.76547], [1.15394, 4.94697, -3.98928], [0.42864, 5.20932, -1.61719], [0.10602, 2.63978, -5.88683], [-2.76402, 1.07602, 4.47010], [3.49876, -3.18606, 1.36835], [-2.26816, -1.40139, -0.30513], [0.93901, -5.60683, 5.98128], [3.15417, 7.13448, 5.86901], [-1.77635, 6.64713, -0.51941], [-4.78843, 3.17587, -1.30272], [3.96794, 1.28907, -0.72781], [-2.64176, 1.53004, -6.27256], [-3.23037, 5.55060, 0.91652], [6.14579, -2.14785, 2.63064], [-5.00754, 0.56153, 3.53589], [-0.02224, -1.80015, -4.69171], [4.58475, -1.35846, 2.85668], [0.06828, -4.82542, 4.69226], [-3.98307, -1.23033, -0.20272], [-1.24209, 2.62653, 2.29568], [-6.02476, 2.53110, 2.12716], [-1.64826, -1.31960, -5.22486], [-0.12980, 6.52912, -2.57095], [3.02650, 5.69254, 3.12941], [1.34067, 2.77442, -7.92613], [5.10697, 6.66581, 7.29204], [-4.36932, -8.94398, 5.00105], [-1.61361, -7.52334, -2.23944], [0.58914, -5.35006, -4.44620], [1.35995, 1.01722, -7.93009], [6.06336, -0.29067, -5.35801], [-4.28438, 0.01124, 2.02014], [5.76694, -3.19353, -1.30566], [-2.27137, -3.78414, 0.14976], [0.37491, 3.25057, -0.59831], [1.64132, 6.23693, 4.11485], [2.16949, 3.28429, 3.56669], [-3.08238, -3.09749, 4.59046], [3.23160, -3.63980, -2.23982], [-2.19230, 2.92430, -7.29377], [-0.18054, -4.23282, 6.24395], [4.52210, 6.72007, 4.85234], [5.91634, 1.13764, -2.05277], [-5.20866, -7.00841, 3.94196], [-3.50054, 4.35523, -5.51088], [2.12776, -1.54539, 7.07762], [4.90637, -2.83596, 3.66468], [-4.91290, -4.42990, 3.57129], [-0.36967, 5.14556, -4.55902], [2.65344, -3.51515, -0.67886], [-3.19758, -2.71621, 2.84197], [7.19839, 2.05804, -4.66090], [3.97135, 5.40430, 7.51370], [0.74090, 4.07370, 4.21554], [6.57410, -0.89617, -3.77630], [1.80086, -1.28574, 1.02575], [1.11724, -0.57156, 2.48940], [8.29040, 0.72067, -4.82952], [-2.66701, 2.78991, -2.82858], [-0.94868, 5.10651, 0.02867], [1.27985, -4.15319, -3.38986], [-3.16437, -4.98476, -0.72053], [-2.91187, -7.99492, 5.43018], [1.53284, 2.00085, -5.18292], [1.83472, 1.15487, 0.04233], [-3.06880, 4.09547, -0.11023], [5.32413, 5.07535, 6.37893], [0.26566, 0.57332, -3.87440], [-3.74315, 4.19284, -3.09705], [-0.21770, -2.52635, 0.50951], [-4.46696, -7.60978, 6.10594], [-0.32738, 1.78082, -1.29183], [-0.37486, -4.07621, -3.87292], [-1.50204, 3.24162, 3.87024], [-3.94038, 5.58602, -0.73695], [-2.12151, 0.37285, 3.00449], [7.68055, 1.26537, -3.23771], [-2.05311, 3.54723, -4.90257], [-2.38003, -5.97352, -2.43362], [0.95926, 1.75623, 1.44448], [-3.09303, -0.42230, -1.56300], [5.27723, -0.50462, -1.98145], [-3.69228, -4.99057, 2.32212], [-6.66263, 1.00979, 1.55985], [-1.96156, -3.82791, 3.50439], [1.16273, 4.30730, 2.57809], [-0.99458, 2.42381, 0.19630], [-3.85643, -7.48487, 3.09977], [-0.40821, 1.86545, 3.72661], [2.64497, -3.05831, 7.67341], [-1.04542, -1.72135, 1.81840], [2.66911, 1.89651, -7.33837], [4.73156, -4.34537, 1.83706], [-5.68693, 2.81833, -2.71476], [3.45244, 2.07991, -2.26165], [3.37611, -2.18928, -1.53406], [-3.98933, -3.70482, 0.19536], [2.96883, 0.44465, -1.84067], [0.86462, -2.61427, 7.70071], [-1.18055, -1.39352, -3.48643]], "forces_ev_per_angstrom": [[-0.824, 0.085, 1.466], [-2.091, 1.269, -0.202], [-1.230, 1.304, 0.604], [-0.024, 0.485, 0.328], [0.825, -0.470, 0.311], [0.587, -1.109, -1.966], [-1.343, 0.508, -1.977], [-0.395, 0.313, -0.047], [1.376, 0.187, 0.250], [-0.535, -1.047, 0.517], [0.423, -1.233, -0.008], [-1.072, -0.573, 1.792], [2.294, 0.055, 0.110], [0.768, -1.235, 0.141], [-1.035, -0.014, -0.487], [-0.652, -1.332, 0.614], [-0.592, 0.395, -0.479], [0.063, 0.413, -0.698], [-0.238, -0.070, 0.437], [0.560, -0.596, 0.514], [0.035, -0.611, -0.179], [0.297, 0.792, -0.335], [0.736, -1.629, -0.375], [0.097, 2.328, 0.350], [-1.203, -0.108, 1.026], [0.779, -0.281, 0.668], [-1.161, 0.408, 0.140], [-0.737, 0.649, -0.047], [-0.042, 0.786, -0.593], [-0.874, 2.251, -0.608], [0.945, -0.091, 0.056], [-1.526, 2.237, -0.907], [1.239, 0.044, 0.294], [-0.913, 0.068, 0.162], [1.273, 0.193, 0.721], [-0.010, -0.397, 0.179], [0.693, -0.033, 0.348], [-0.715, 0.027, 0.461], [0.826, 0.140, -1.152], [0.304, -1.110, -0.001], [-0.956, -0.766, -0.064], [0.846, -0.236, -0.592], [-0.385, -1.705, -0.378], [0.475, -0.311, 0.600], [1.868, -0.801, -0.025], [-0.376, -0.991, -0.339], [-0.476, -0.706, 0.844], [0.010, 0.170, 0.264], [0.232, -0.352, -0.550], [-1.746, 0.409, -0.934], [-0.679, -0.352, 0.237], [1.651, -0.013, 2.127], [-0.927, 0.874, -0.284], [-1.701, 0.417, -1.214], [0.499, 0.575, -0.062], [0.178, -0.046, -1.045], [0.121, 0.393, 0.128], [-0.341, 0.098, -0.354], [0.384, -0.053, -0.154], [-0.295, 0.021, -0.054], [-0.124, -0.267, -0.073], [-0.192, 0.641, -0.007], [-0.002, -0.019, 0.229], [0.091, -0.191, -0.018], [0.258, 0.358, -0.001], [0.371, -0.450, 0.684], [0.420, -0.134, 0.086], [-0.157, 0.321, -0.312], [-0.044, 0.136, 0.226], [-0.389, -0.036, 0.710], [0.297, 0.013, -0.353], [0.655, 0.393, 0.198], [-0.444, 0.002, -0.071], [1.068, 0.319, -0.234], [0.229, -0.242, 0.199], [0.106, 0.300, -0.001], [0.521, 0.037, -0.001], [-0.273, -0.136, 0.016], [-0.059, -0.175, -0.248], [-0.423, -0.083, 0.057], [0.157, 0.202, -0.281], [-0.249, -0.073, -0.689], [0.537, 0.240, -0.454], [-0.333, 0.008, -0.342], [0.336, -0.359, -0.062], [0.073, -0.007, 0.222], [-0.116, -0.400, 0.170], [-0.404, 0.361, 0.024], [0.463, 0.445, 0.227], [-0.383, 0.017, 0.063], [0.518, -0.069, -0.292], [0.131, 0.066, -0.366], [0.157, 0.014, 0.235], [0.126, -0.676, 0.363], [-0.455, 0.007, 0.033], [0.456, -0.020, -0.166], [0.056, -0.283, -0.058], [-0.249, -0.690, -0.862], [0.369, 0.391, -0.613], [0.169, -0.120, 0.162], [0.306, 0.448, 0.339], [0.304, 0.172, 0.118], [-0.268, 0.147, -0.032], [0.734, -0.818, -0.212], [-0.053, -0.014, -0.025], [0.048, -0.138, 0.346], [-0.154, -0.102, -0.655], [0.249, -0.137, 0.246], [-0.479, 1.500, -0.222], [-0.095, 0.203, -0.024], [-0.207, 0.047, -0.391], [0.133, 0.010, 0.272], [-0.226, -0.333, -0.286], [-0.699, -0.149, 0.085], [0.326, -0.115, 0.614], [0.026, 0.011, 0.052], [-0.713, -0.286, -0.399], [-0.016, -0.334, -0.139], [0.135, -0.075, 0.266], [0.413, -0.120, -0.022], [0.334, 0.778, -0.552], [-0.182, 0.371, 0.000], [0.272, -0.033, 0.235], [0.149, 0.313, 0.712], [-0.009, 0.211, 0.258], [0.111, -0.132, 0.282], [-0.212, 0.198, -0.314], [0.107, -0.445, 0.173], [0.165, -0.416, 0.389], [-0.179, -0.086, -0.347], [-1.026, -0.132, 0.188], [0.216, 0.143, 0.433], [0.255, 0.085, 0.266], [0.297, 0.195, 0.002], [0.380, 0.061, -0.100], [-0.113, 0.332, -0.121], [-0.066, 0.114, -0.190], [-0.594, -0.154, 0.798], [-0.219, -0.115, 0.316], [0.179, -0.147, -0.019], [-0.239, -0.241, -0.318], [0.304, -0.305, 0.029], [0.179, 0.061, 0.023], [0.442, 0.465, -0.040], [0.390, 0.337, 0.145], [-0.116, -0.096, 0.050], [-0.222, -0.230, -0.201], [-0.568, -0.373, -0.163], [0.159, -0.275, 0.061], [0.124, 0.203, -0.301], [0.202, 0.300, -0.204], [-0.006, 0.107, -0.037], [0.774, 0.107, -0.185], [0.048, -0.006, -0.243], [-0.292, -0.429, 0.210], [-0.049, 0.050, 0.185], [0.102, 0.007, 0.910], [0.444, -0.102, -0.005], [-0.198, -0.504, -0.044], [0.474, -0.005, -0.087], [0.639, 0.422, 0.689], [-0.372, -0.008, -0.265], [-0.124, -0.045, -0.243], [0.019, -0.336, -0.267], [-0.297, 0.368, -0.015]], "mulliken_charge": [0.717, 0.325, 0.540, -0.084, -0.284, -0.432, -0.258, -0.477, -0.767, -0.486, -0.291, -0.272, 0.352, -0.509, -0.250, -1.197, -0.865, -1.087, -1.171, -0.853, -0.441, 0.275, -1.064, 0.104, 0.231, -0.130, -0.935, -1.239, 0.044, -0.194, -1.100, -0.533, 0.634, -0.874, -1.259, -1.221, -0.619, -1.016, 0.612, 0.263, -0.294, -1.035, -0.436, -0.642, -0.871, 0.422, -0.081, -1.023, -0.526, -0.113, -0.845, -0.219, -0.171, -0.807, -0.592, -1.453, 0.860, -0.295, -0.096, 0.142, 0.329, 0.391, 0.375, -0.014, 0.367, 0.533, 0.342, -0.239, 0.391, -0.012, -0.201, 0.419, 0.321, 0.356, 0.211, 0.348, 0.135, 0.437, 0.342, 0.321, 0.279, 0.287, 0.218, 0.451, -0.120, 0.352, 0.395, 0.346, 0.288, 0.349, 0.389, 0.387, 0.394, 0.497, 0.363, 0.282, -0.131, 0.266, 0.179, 0.045, 0.268, 0.364, 0.401, 0.280, 0.349, 0.280, 0.289, 0.247, 0.298, 0.463, 0.333, 0.333, 0.288, 0.426, 0.223, 0.116, 0.280, 0.304, 0.254, 0.226, 0.251, 0.329, 0.387, -0.222, 0.092, 0.035, 0.596, 0.295, 0.087, -0.336, -0.093, 0.296, 0.110, 0.236, 0.111, 0.296, -0.198, 0.224, 0.492, 0.347, -0.224, 0.291, -0.340, 0.140, 0.163, 0.226, 0.177, 0.152, 0.419, 0.008, 0.227, -0.249, 0.338, 0.421, 0.374, -0.478, 0.312, 0.327, 0.284, 0.338, -0.008, 0.387, 0.115, 0.324, 0.137], "total_energy_ev": -102371.885, "max_force_ev_per_a": 2.86, "e_lumo_ev": 0.43}